A single C5H7NO molecule in a non-equilibrium geometry. Source: the OMol25 dataset; level of theory: the ωB97M-V functional and the def2-TZVPD basis.

```
14
Properties=species:S:1:pos:R:3:mulliken_charge:R:1
C 0.37216 1.43103 1.08715 -0.376
N 1.50018 1.20435 0.21053 -0.650
C 0.32600 0.37798 0.00109 0.708
C 0.04917 -1.23120 0.18361 0.186
C -1.13117 -0.94136 -0.79412 -0.524
C -0.65217 0.40521 -1.03663 -0.923
O 0.83981 -2.07360 -0.41353 -0.568
H 0.35084 1.08104 2.11688 0.250
H -0.13105 2.38072 0.90492 0.253
H 2.17188 0.58422 0.67446 0.286
H -0.18480 -1.43454 1.24973 0.374
H -2.14647 -1.28770 -0.61494 0.385
H -0.61716 -1.52542 -1.64032 0.219
H -0.74724 1.02927 -1.92883 0.382
```

As for the total charge: 0. The energy relative to the best compared isomer or geometry (same formula, charge and spin) comes out at 6.650 eV. The total energy comes out at -8829.553 eV. Its HOMO energy (alpha / beta) is -9.237 / -7.548 eV. The HOMO-LUMO gap (alpha / beta) comes out at 8.9 / 5.6 eV.